{"formula": "C39H63Br16F8IN3O6S2", "method": "ωB97M-V/def2-TZVPD", "symbols": ["C", "C", "C", "C", "C", "C", "C", "O", "C", "N", "C", "C", "O", "I", "C", "C", "C", "C", "S", "O", "O", "O", "C", "N", "C", "S", "N", "C", "C", "O", "C", "C", "F", "F", "C", "F", "F", "C", "F", "F", "C", "F", "F", "H", "H", "H", "H", "H", "H", "H", "H", "H", "H", "H", "H", "H", "H", "H", "H", "H", "H", "H", "H", "H", "H", "H", "H", "H", "H", "H", "H", "H", "H", "H", "Br", "C", "C", "Br", "H", "H", "H", "H", "Br", "C", "C", "Br", "H", "H", "H", "H", "Br", "C", "C", "Br", "H", "H", "H", "H", "Br", "C", "C", "Br", "H", "H", "H", "H", "Br", "C", "C", "Br", "H", "H", "H", "H", "Br", "C", "C", "Br", "H", "H", "H", "H", "Br", "C", "C", "Br", "H", "H", "H", "H", "Br", "C", "C", "Br", "H", "H", "H", "H"], "coordinates": [[6.047594, -2.659238, -0.164057], [4.462047, -2.407525, -0.061224], [4.133871, -1.632890, 1.297593], [3.955939, -1.629695, -1.342863], [2.378723, -1.822952, -1.532164], [2.179429, -3.361061, -1.909075], [1.916628, -0.940929, -2.758601], [0.993848, 0.137099, -2.422891], [-0.125630, -0.297509, -1.777623], [-0.372597, 0.307445, -0.556394], [0.492372, 1.311518, 0.064449], [0.558335, 2.681229, -0.697348], [1.437495, 3.440981, -0.435965], [-0.880014, 3.317454, -2.187849], [-1.586620, -0.277167, -0.133626], [-2.372327, 0.047434, 1.176484], [-2.497987, 1.604774, 1.460309], [-1.956759, 1.984979, 2.914644], [-2.728925, 0.996742, 4.243042], [-4.048191, 0.528771, 3.813261], [-2.861023, 1.731556, 5.499980], [-1.882075, -0.391003, 4.591744], [-2.062670, -1.250215, -1.068614], [-3.239156, -2.056551, -0.933365], [-4.218802, -1.523828, -1.500079], [-5.368984, -1.087347, -2.506689], [-1.086915, -1.189077, -2.109636], [-1.156578, -1.993224, -3.352745], [-1.098832, -3.526299, -2.978708], [-2.442526, -4.024900, -3.035278], [-2.690206, -5.017148, -2.048360], [-4.207688, -5.460276, -2.243814], [-4.872225, -4.350560, -2.747924], [-4.271183, -6.532778, -3.126858], [-4.887066, -5.912330, -0.902323], [-4.831905, -4.795866, -0.056816], [-4.161692, -6.890166, -0.247681], [-6.414413, -6.306885, -1.014327], [-6.928351, -6.185594, -2.291290], [-7.225181, -5.519675, -0.210139], [-6.732086, -7.799802, -0.570067], [-6.634043, -7.949204, 0.803925], [-6.008167, -8.732997, -1.278545], [6.237942, -3.588021, 0.439797], [6.295623, -2.811822, -1.242296], [6.553626, -1.773603, 0.295625], [4.010287, -3.427551, 0.049600], [5.023379, -1.728271, 1.968176], [3.303743, -2.204162, 1.803872], [3.805043, -0.574225, 1.127977], [4.112640, -0.533712, -1.111182], [4.534293, -1.871547, -2.269840], [1.926613, -1.539199, -0.547895], [1.727833, -3.519603, -2.920291], [3.186585, -3.866127, -1.939786], [1.558050, -3.902800, -1.154729], [1.532401, -1.550600, -3.624457], [2.841773, -0.436183, -3.160726], [0.195217, 1.446957, 1.132348], [1.538860, 0.888704, 0.090115], [-3.420915, -0.321613, 0.998821], [-1.959639, -0.549647, 2.026752], [-1.902393, 2.241176, 0.746374], [-3.561366, 1.954178, 1.342598], [-0.848142, 1.806917, 2.912120], [-2.123255, 3.089358, 3.022259], [-1.025656, -0.401590, 4.121026], [-2.188963, -1.821191, -3.777768], [-0.442471, -1.678298, -4.146540], [-0.712260, -3.675261, -1.931201], [-0.471869, -4.150804, -3.666392], [-2.082154, -5.944369, -2.256149], [-2.532773, -4.679855, -0.991442], [-7.815076, -7.971339, -0.828935], [-4.393122, 4.779054, 8.741900], [-5.882033, 4.385893, 7.548379], [-5.417087, 3.640585, 6.324803], [-4.537507, 4.832433, 5.060743], [-6.363309, 5.334084, 7.318813], [-6.563406, 3.770777, 8.135401], [-6.266425, 3.226804, 5.781790], [-4.712359, 2.842894, 6.548913], [2.678609, 5.734041, -3.651064], [3.700941, 6.827901, -2.404619], [3.037944, 6.856656, -1.052627], [1.492296, 8.039288, -1.049422], [3.808003, 7.812147, -2.854874], [4.679838, 6.354134, -2.343970], [3.710106, 7.266585, -0.301624], [2.690014, 5.878416, -0.726472], [1.322456, -6.456854, -1.486299], [0.880433, -8.252441, -2.109375], [0.908231, -8.331171, -3.617162], [-0.686635, -7.517083, -4.397727], [-0.087573, -8.506937, -1.682994], [1.643682, -8.899328, -1.677726], [0.886307, -9.361400, -3.940201], [1.767179, -7.827980, -4.052124], [-2.049249, 8.582531, -5.494453], [-0.646130, 7.289423, -5.104920], [-0.876928, 5.993196, -5.838298], [-2.276962, 4.934785, -4.987130], [-0.614106, 7.171286, -4.023626], [0.276887, 7.759960, -5.441901], [0.015105, 5.367985, -5.800005], [-1.173233, 6.132237, -6.875662], [6.218964, 8.356478, -0.603825], [5.715419, 10.073618, 0.165617], [5.455471, 9.957219, 1.644556], [3.717652, 9.149149, 2.023938], [4.855727, 10.435048, -0.394890], [6.567273, 10.726494, -0.022417], [5.407378, 10.945165, 2.101566], [6.201402, 9.357523, 2.161693], [3.530057, 4.463695, 2.072592], [4.497955, 5.545269, 3.375217], [3.804407, 5.547323, 4.713677], [2.245033, 6.713450, 4.701180], [4.602123, 6.539307, 2.945092], [5.481557, 5.082348, 3.453770], [4.458872, 5.955361, 5.483398], [3.460806, 4.561953, 5.020848], [-0.603363, 1.998630, 13.052609], [-1.259314, 3.416517, 11.888933], [-1.603946, 2.888887, 10.520437], [-0.001207, 2.573713, 9.457876], [-0.494822, 4.190101, 11.869950], [-2.149263, 3.802615, 12.385450], [-2.176652, 3.625693, 9.958270], [-2.155099, 1.951563, 10.548119], [1.372579, -8.827916, -5.990723], [0.879249, -9.822173, -7.595854], [1.490048, -9.215445, -8.834059], [0.537496, -7.605213, -9.375842], [-0.208256, -9.853124, -7.624935], [1.263151, -10.829191, -7.434005], [1.401054, -9.896758, -9.679896], [2.533841, -8.938389, -8.705134]], "forces_ev_per_a": [[-1.65, 0.04, 0.37], [1.09, 0.25, 0.06], [-0.45, -1.26, -0.45], [-0.87, 0.66, 1.42], [1.36, -0.96, -1.27], [0.22, 0.07, 0.45], [1.59, -0.33, -0.41], [-1.57, -1.51, 0.24], [0.96, 1.55, 0.93], [-1.87, -2.46, -1.95], [0.58, -0.59, 0.00], [0.49, 0.47, 0.43], [-0.41, -0.67, 0.03], [0.25, -0.54, 0.42], [-2.13, -1.26, 0.60], [-0.16, 0.43, -1.30], [0.13, -0.01, 0.86], [0.73, -0.10, -1.86], [-4.26, -0.01, 3.15], [2.23, 0.26, -0.86], [1.76, -0.58, -1.95], [0.32, 1.64, -1.39], [2.61, 3.14, 2.30], [0.11, 1.91, -0.99], [-0.67, -0.84, -2.00], [1.47, -0.39, 1.98], [0.48, 0.34, -0.10], [-1.12, -1.01, -0.45], [-0.03, -0.31, 0.10], [0.50, 0.07, 0.76], [-0.71, -1.41, -0.33], [1.16, 0.23, -0.28], [0.11, -1.77, 0.56], [-0.19, 1.48, 0.81], [0.01, 1.54, 1.16], [0.01, -1.16, -1.02], [-0.89, 0.98, -1.29], [-1.37, -1.05, 0.39], [1.07, -0.01, 1.19], [1.42, -0.74, -0.91], [-1.60, -0.12, -0.14], [0.64, 0.06, -1.74], [-0.18, 1.13, 1.13], [0.27, 0.99, -0.65], [0.22, 0.08, 1.02], [-0.06, -0.86, -0.66], [0.15, 0.93, -0.50], [-0.80, 0.50, -0.47], [0.66, 0.84, -0.32], [0.54, -0.84, 0.27], [0.08, -0.95, -0.44], [-0.64, -0.04, 0.71], [-0.05, -0.22, -0.95], [0.25, 0.24, 0.88], [-1.11, 0.44, 0.07], [0.49, 0.53, -0.63], [0.13, 0.59, 1.10], [-1.19, -0.14, 0.42], [0.07, 0.09, -1.05], [-0.99, 0.62, -0.16], [1.21, 0.12, 0.34], [-0.30, 0.61, -0.63], [-0.54, -0.74, 0.62], [1.06, -0.53, 0.29], [-0.88, 0.17, 0.39], [-0.07, -1.16, 0.80], [-0.27, -0.03, 0.43], [1.06, -0.18, 0.40], [-0.33, -0.06, 1.06], [-0.12, 0.34, -0.96], [-0.33, 0.74, 0.45], [-0.43, 0.88, 0.34], [-0.08, 0.02, -0.92], [1.03, 0.23, 0.23], [-0.10, 0.13, -0.06], [0.02, -0.11, 0.18], [-0.11, -0.03, -0.18], [0.07, -0.04, -0.01], [0.08, -0.08, -0.03], [0.05, -0.01, -0.08], [0.01, 0.05, 0.07], [-0.03, 0.11, 0.00], [-0.08, -0.02, -0.15], [0.06, -0.18, 0.06], [-0.10, 0.12, 0.13], [-0.06, -0.09, -0.03], [-0.06, -0.07, 0.08], [-0.08, 0.00, 0.03], [-0.03, -0.03, -0.09], [0.03, 0.06, -0.11], [-0.15, -0.21, -0.02], [0.18, 0.11, 0.11], [-0.93, 0.48, 2.11], [-0.72, 0.61, 1.10], [0.06, 0.02, -0.11], [-0.02, 0.04, -0.08], [-0.15, -0.04, 0.72], [0.03, 0.17, 0.54], [0.01, -0.07, 0.08], [-0.05, 0.26, -0.12], [0.24, -0.15, 0.17], [-0.16, 0.03, -0.15], [0.03, -0.07, -0.10], [-0.02, -0.12, 0.01], [-0.03, 0.07, 0.04], [-0.04, 0.04, 0.12], [0.11, 0.08, 0.01], [0.19, 0.02, -0.05], [-0.29, 0.12, 0.16], [0.23, -0.02, -0.06], [0.02, -0.06, 0.12], [-0.05, -0.03, 0.06], [0.04, -0.03, -0.08], [-0.02, 0.05, -0.11], [-0.03, 0.11, -0.07], [0.18, -0.25, 0.02], [-0.07, 0.28, 0.09], [-0.04, -0.14, 0.01], [-0.11, -0.06, 0.06], [-0.07, 0.00, 0.04], [0.02, -0.03, -0.10], [0.07, 0.06, -0.09], [0.06, 0.08, -0.03], [-0.13, -0.14, 0.23], [0.09, 0.20, -0.19], [-0.05, -0.07, 0.02], [-0.06, -0.09, -0.08], [0.02, -0.03, -0.09], [0.07, -0.07, 0.08], [0.06, 0.08, 0.07], [1.31, -1.53, -4.22], [0.42, 0.07, -0.01], [-0.22, -0.03, -0.29], [0.10, 0.00, 0.07], [0.09, 0.09, -0.04], [0.01, 0.07, -0.05], [-0.01, 0.01, 0.08], [-0.10, -0.05, 0.07]], "orbital_gap_ev": 8.21, "molar_mass_g_mol": 2291.43, "e_lumo_ev": -2.7, "charge": 1}